[1]
DFT (ωB97M-V with the def2-TZVPD basis set) results for a molecular structure, C32H37N5O5STl.

Results
ΔE to the lowest compared entry with this formula, charge and spin   0.0 kJ/mol
Orbital gap   6.24 eV
Charge   -1
LUMO energy   2.4 eV

XYZ file:
```
81
Properties=species:S:1:pos:R:3:forces:R:3:lowdin_charge:R:1
Tl -0.78611 1.14922 -0.22491 0.13 -0.10 0.03 0.927
C 3.92084 0.69850 3.14619 0.01 0.00 0.01 -0.127
C 4.57136 0.69654 1.91699 -0.01 0.00 0.00 -0.113
C 3.86150 0.49111 0.74505 -0.01 0.00 0.00 -0.058
C 2.47442 0.28188 0.76502 0.02 0.00 -0.05 -0.325
C 1.83472 0.26402 2.01193 0.01 -0.01 0.01 -0.035
C 2.55002 0.47455 3.18197 -0.01 0.01 0.00 -0.100
N 1.72623 0.20851 -0.40358 -0.10 -0.06 0.05 -0.002
C 1.81941 -0.83661 -1.21182 0.00 -0.01 0.00 -0.257
C 2.64922 -1.98631 -0.96657 0.02 0.04 -0.02 -0.022
C 2.73084 -3.01427 -1.85938 0.05 0.07 -0.05 -0.130
C 1.99027 -3.02011 -3.06407 0.03 0.00 0.01 -0.134
C 1.15680 -1.96396 -3.32050 -0.03 0.03 0.02 -0.044
C 1.04237 -0.88910 -2.42214 0.02 -0.07 0.04 -0.224
N 0.15192 0.14360 -2.60132 -0.03 0.14 -0.08 0.021
N -0.45307 0.24414 -3.69759 0.08 0.00 0.04 0.079
C -1.28476 1.38793 -3.76183 -0.03 -0.02 -0.05 -0.347
C -2.29923 1.37598 -4.71913 -0.02 -0.02 0.01 -0.029
C -3.12507 2.47539 -4.81591 -0.01 0.00 -0.01 -0.084
C -2.91069 3.55970 -3.97162 -0.01 -0.01 0.00 -0.077
C -1.86348 3.48617 -3.06890 -0.03 0.04 -0.02 -0.141
N -1.05695 2.43251 -2.97276 0.00 -0.11 0.09 0.083
H 4.47547 0.86292 4.06164 0.00 0.00 0.00 0.087
H 5.64197 0.86252 1.87209 0.00 0.00 0.00 0.093
H 4.36454 0.50496 -0.21536 0.00 0.00 0.00 0.115
H 0.76856 0.06911 2.04401 0.00 0.00 0.01 0.073
H 2.02912 0.45557 4.13271 0.00 0.00 0.00 0.097
H 3.20488 -2.03273 -0.03957 0.00 0.00 0.01 0.106
H 3.37073 -3.85956 -1.62576 0.01 0.01 0.00 0.097
H 2.06349 -3.85320 -3.75138 0.00 0.00 0.00 0.085
H 0.53896 -1.93889 -4.20858 0.00 0.00 0.00 0.097
H -2.42347 0.49894 -5.33889 -0.01 0.00 0.00 0.105
H -3.93344 2.49068 -5.53709 0.00 0.00 0.00 0.098
H -3.53529 4.44194 -4.01346 0.00 0.00 0.00 0.093
H -1.64783 4.30185 -2.38446 -0.02 -0.01 0.01 0.096
C 0.59953 -5.89023 -1.01776 0.01 0.00 -0.02 -0.087
O 0.29105 -5.90960 0.36200 -0.01 -0.01 0.02 -0.088
C -0.15141 -4.73602 0.90317 0.02 0.01 0.00 -0.289
C -0.41666 -4.78491 2.29248 -0.01 0.00 0.01 -0.042
C -0.83080 -3.64162 2.91319 0.01 -0.01 0.01 -0.060
C -1.03158 -2.41640 2.23593 -0.09 -0.04 -0.04 -0.113
C -1.49524 -1.25582 2.96992 0.03 0.01 0.03 -0.424
C -1.48051 -1.28871 4.49696 -0.06 0.03 0.01 -0.031
O -1.91937 -0.22129 2.45270 0.01 0.07 -0.05 -0.053
C -0.77474 -2.36700 0.81380 0.21 0.00 0.05 -0.367
O -0.87681 -1.33434 0.09896 -0.24 0.09 -0.05 -0.203
C -0.32162 -3.58359 0.19162 -0.05 0.00 -0.01 0.054
H 0.95223 -6.88953 -1.26444 0.00 -0.01 0.00 0.086
H 1.37685 -5.15591 -1.24345 -0.07 -0.05 0.02 0.063
H -0.28406 -5.65522 -1.61807 0.00 0.00 -0.01 0.096
H -0.27538 -5.71384 2.82745 0.00 0.00 0.00 0.100
H -1.03035 -3.69028 3.97660 0.00 0.01 0.00 0.096
H -0.63606 -1.82810 4.92122 0.02 -0.01 -0.03 0.067
H -2.40298 -1.75119 4.85805 0.02 -0.03 0.02 0.082
H -1.46702 -0.25612 4.84060 -0.02 0.00 0.00 0.074
H -0.09699 -3.50440 -0.86369 0.00 -0.01 0.01 0.103
C -4.50432 1.18475 0.63860 -0.01 -0.01 0.02 -0.266
S -4.54118 0.06707 -0.76972 0.03 -0.03 0.00 0.811
C -4.13963 -1.42060 0.14799 0.03 0.01 -0.01 -0.248
O -3.34830 0.38950 -1.60665 0.02 0.07 -0.05 -0.610
H -5.37518 0.98413 1.26451 0.01 0.00 0.00 0.052
H -4.55760 2.19652 0.23970 0.01 0.00 0.00 0.053
H -3.58347 1.03581 1.20308 0.01 -0.01 0.00 0.016
H -4.94535 -1.63151 0.85252 0.00 0.00 0.00 0.057
H -3.18745 -1.26003 0.65339 0.01 -0.01 0.02 0.023
H -4.04656 -2.23045 -0.57330 -0.01 0.00 -0.01 0.059
C 2.68724 3.80178 1.02240 -0.01 -0.02 0.01 -0.048
N 1.54244 4.05612 0.16304 -0.07 -0.01 0.06 -0.138
C 1.62668 3.59332 -1.21356 -0.04 0.04 -0.09 -0.056
C 0.37725 4.56107 0.63901 -0.03 -0.06 -0.10 -0.548
C 0.34248 4.87736 2.11888 -0.01 -0.01 0.00 0.001
O -0.61064 4.74464 -0.06517 0.07 0.10 0.04 -0.016
H 3.50596 3.44922 0.40042 0.00 0.00 -0.01 0.087
H 2.48937 3.02393 1.76351 0.00 0.00 0.00 0.077
H 3.01515 4.70906 1.53427 0.00 0.00 0.00 0.084
H 2.42788 4.11883 -1.74094 0.02 0.01 0.02 0.090
H 0.68076 3.79028 -1.70822 0.07 -0.04 0.01 0.050
H 1.81570 2.51689 -1.24263 0.02 0.00 0.00 0.062
H 1.11608 5.59457 2.39666 0.00 0.00 0.01 0.075
H 0.50282 3.97100 2.70617 0.01 0.00 0.00 0.085
H -0.63644 5.28736 2.34781 0.00 0.00 0.00 0.080
```
Positions in Å, forces in eV/Å.

---

[2]
DFT (ωB97M-V with the def2-TZVPD basis set) results for 5 unconnected molecules or ions with the total composition C32H37N8O12.

Results
Orbital gap   8.82 eV
Charge   +1
LUMO energy   -3.1 eV

XYZ file:
```
89
Properties=species:S:1:pos:R:3:forces:R:3:lowdin_charge:R:1
O 3.31969 0.90685 0.67643 -0.04 -0.03 -0.28 -0.065
C 3.97872 2.16212 0.55352 -0.13 0.11 0.16 -0.222
C 4.84599 2.30905 -0.68022 0.07 -0.19 0.02 -0.170
O 4.13246 2.64297 -1.86211 0.05 0.10 -0.15 -0.075
C 3.45298 1.62026 -2.49528 0.05 -0.13 -0.19 -0.240
O 2.08438 1.58635 -2.13686 -0.18 -0.15 0.14 -0.074
C 1.16852 2.02678 -3.09377 0.10 0.17 -0.05 -0.159
N 0.00098 2.59357 -2.41934 0.02 -0.02 -0.13 0.009
C -0.17730 4.04092 -2.24256 -0.04 -0.06 0.05 -0.080
C -0.10779 4.51004 -0.78851 0.01 0.18 -0.14 -0.241
O 0.95369 3.84040 -0.16192 0.08 0.01 0.09 -0.041
C -0.85887 1.73026 -1.90346 0.23 0.23 0.08 -0.289
N -0.79475 0.38618 -2.05542 -0.24 -0.10 0.14 0.204
C -1.83250 -0.07789 -1.39698 0.07 -0.05 -0.02 -0.082
N -2.55015 0.89010 -0.83557 -0.20 0.14 0.17 0.106
N -1.93343 2.06886 -1.15656 -0.01 -0.34 -0.19 0.178
H 3.90966 0.21266 0.36332 0.04 0.03 0.15 0.081
H 3.19028 2.91379 0.49001 0.03 -0.02 0.09 0.106
H 4.57592 2.35198 1.45476 0.06 0.01 -0.13 0.124
H 5.41707 1.38176 -0.85090 0.00 0.09 0.03 0.132
H 5.56769 3.11556 -0.53861 -0.10 -0.03 0.03 0.134
H 3.87180 0.64178 -2.23320 0.00 0.10 0.00 0.128
H 3.54496 1.76991 -3.57829 0.00 0.04 0.10 0.146
H 0.81527 1.19255 -3.70640 0.04 0.05 0.00 0.121
H 1.59496 2.79984 -3.74142 -0.09 -0.02 0.09 0.149
H -1.14384 4.32976 -2.67409 0.09 0.04 0.00 0.137
H 0.59948 4.52312 -2.83399 0.00 -0.07 0.10 0.137
H 0.03856 5.59628 -0.78737 -0.05 -0.07 -0.11 0.140
H -1.05217 4.34003 -0.25378 0.08 0.01 0.03 0.083
H 1.15448 4.29461 0.66456 0.01 0.03 -0.02 0.083
H -2.11757 -1.11677 -1.29466 0.09 0.10 -0.07 0.135
H -3.38272 0.85710 -0.26680 0.02 -0.02 -0.06 0.186
H -2.24413 2.95777 -0.79950 0.05 -0.01 0.07 0.165
C 0.43351 -0.64507 3.28859 0.03 0.01 0.02 -0.048
C -0.67016 -0.14766 2.60479 -0.01 0.01 -0.04 -0.065
C -0.82635 1.21655 2.43864 -0.02 -0.06 0.01 -0.022
C 0.13212 2.05721 2.97846 0.01 0.06 0.06 -0.159
C 1.23310 1.58858 3.67103 -0.01 -0.02 -0.04 0.000
C 1.38057 0.21830 3.81818 -0.03 -0.03 0.01 -0.056
N -0.02015 3.50905 2.80012 0.05 -0.07 -0.22 -0.340
O -0.95118 3.91054 2.11652 -0.12 -0.09 0.11 0.038
O 0.81262 4.23803 3.29452 0.00 0.00 -0.02 0.099
H 0.55009 -1.71289 3.41726 0.00 0.00 0.00 0.115
H -1.41306 -0.82836 2.20940 -0.01 -0.01 0.02 0.103
H -1.67615 1.63505 1.92087 0.00 0.03 0.04 0.097
H 1.94989 2.28037 4.08742 -0.01 0.01 -0.01 0.131
H 2.22534 -0.17074 4.36762 0.01 0.00 -0.01 0.117
C -3.71352 1.36486 6.78547 0.02 0.00 0.00 -0.068
C -3.50928 0.26362 7.60625 0.00 0.00 0.00 -0.058
C -2.22788 -0.22271 7.81460 -0.04 -0.01 -0.01 0.004
C -1.17549 0.41578 7.18580 0.06 -0.01 0.02 -0.142
C -1.35044 1.51442 6.36432 -0.04 0.02 0.00 -0.007
C -2.63738 1.98827 6.16615 0.00 0.00 0.00 -0.065
N 0.19320 -0.09667 7.39839 -0.04 0.00 -0.07 -0.341
O 0.32950 -1.07228 8.10329 0.01 0.01 -0.01 0.093
O 1.10232 0.48611 6.83654 0.03 0.00 0.05 0.059
H -4.71563 1.74429 6.63551 0.00 0.00 0.00 0.109
H -4.34775 -0.21689 8.09129 0.00 0.00 0.00 0.112
H -2.03984 -1.07531 8.44966 0.02 0.00 0.00 0.122
H -0.49357 1.98406 5.90591 0.02 -0.01 0.02 0.106
H -2.79746 2.85428 5.53710 -0.01 0.00 0.00 0.107
C -2.80576 -5.31935 -3.39804 -0.11 0.00 0.03 -0.062
C -3.91536 -6.14227 -3.25646 0.00 0.02 -0.01 -0.051
C -4.84678 -5.90038 -2.25600 0.02 -0.02 -0.01 0.009
C -4.63363 -4.83023 -1.40958 0.00 -0.01 0.12 -0.146
C -3.53214 -4.00441 -1.52141 0.10 0.07 -0.07 -0.026
C -2.61878 -4.24961 -2.53090 0.11 -0.03 -0.02 -0.074
N -5.61416 -4.54115 -0.34324 -0.15 0.16 -0.22 -0.351
O -6.56569 -5.27966 -0.23757 0.07 -0.05 0.08 0.101
O -5.42382 -3.54665 0.33518 0.04 -0.07 0.07 0.057
H -2.08941 -5.50945 -4.18569 0.01 -0.01 0.01 0.111
H -4.06252 -6.97566 -3.92933 0.00 0.00 0.00 0.114
H -5.71970 -6.52321 -2.12914 0.00 0.01 0.01 0.125
H -3.40533 -3.19354 -0.82011 -0.04 -0.02 0.04 0.095
H -1.74801 -3.61475 -2.63709 0.02 -0.02 -0.02 0.099
C 3.32365 -2.54375 -3.22208 0.00 0.00 -0.07 -0.068
C 2.48232 -1.52388 -3.65127 -0.07 0.00 0.08 -0.076
C 2.19996 -1.37690 -4.99955 0.01 0.02 0.04 -0.006
C 2.77398 -2.26162 -5.89303 -0.06 -0.02 -0.04 -0.142
C 3.61429 -3.28282 -5.49399 0.01 -0.02 0.02 0.006
C 3.88788 -3.41875 -4.14078 0.01 0.00 0.01 -0.057
N 2.46898 -2.10506 -7.33177 0.19 0.13 0.00 -0.352
O 1.75499 -1.17519 -7.65184 -0.06 -0.06 0.00 0.076
O 2.97122 -2.89547 -8.09970 -0.07 -0.03 0.01 0.093
H 3.53892 -2.65907 -2.16762 0.00 0.00 0.00 0.107
H 2.03555 -0.84668 -2.93289 0.00 -0.03 0.02 0.087
H 1.54795 -0.59894 -5.36832 -0.01 -0.01 -0.02 0.109
H 4.03893 -3.94936 -6.22965 -0.01 0.01 -0.01 0.124
H 4.54313 -4.21152 -3.80681 0.00 0.00 0.00 0.112
```
Positions in Å, forces in eV/Å.

---

Question: orbital gap of number 1 (C32H37N5O5STl)?
Answer: 6.24 eV